{
  "formula": "C16H13N2O5S2",
  "method": "wB97M-V/def2-TZVPD",
  "orbital_gap_ev": 6.904,
  "smiles": "COc1ccc([C@@H](NC#N)C2=[S@@](=O)([O-])c3ccccc3S2(=O)=O)cc1",
  "molar_mass_g_mol": 377.42,
  "charge": -1,
  "symbols": ["C", "O", "C", "C", "C", "C", "C", "N", "C", "N", "C", "S", "O", "O", "C", "C", "C", "C", "C", "C", "S", "O", "O", "C", "C", "H", "H", "H", "H", "H", "H", "H", "H", "H", "H", "H", "H", "H"],
  "xyz": [[0.583, 5.952, 3.488], [0.765, 4.538, 3.732], [0.064, 3.629, 3.020], [-0.814, 3.975, 1.988], [-1.385, 2.965, 1.217], [-1.140, 1.599, 1.511], [-1.441, 0.372, 0.571], [-2.815, -0.471, 0.780], [-3.123, -1.692, 1.396], [-3.515, -2.717, 1.929], [-1.585, 0.783, -0.833], [-0.527, 1.947, -1.607], [-1.310, 3.128, -1.927], [0.707, 2.057, -0.876], [-0.188, 1.053, -3.107], [0.729, 1.474, -4.075], [0.939, 0.678, -5.204], [0.241, -0.528, -5.350], [-0.665, -0.938, -4.367], [-0.871, -0.141, -3.247], [-2.011, -0.585, -1.915], [-1.570, -1.819, -1.319], [-3.364, -0.402, -2.420], [-0.354, 1.277, 2.637], [0.278, 2.278, 3.351], [1.250, 6.440, 4.203], [0.873, 6.222, 2.463], [-0.455, 6.259, 3.679], [-1.047, 4.994, 1.726], [-2.012, 3.239, 0.352], [-1.138, -0.505, 0.953], [-3.092, 0.219, 1.516], [1.272, 2.410, -3.953], [1.648, 0.991, -5.976], [0.403, -1.158, -6.230], [-1.213, -1.871, -4.456], [-0.139, 0.213, 2.846], [0.953, 2.025, 4.153]],
  "forces_ev_per_a": [[0.0, -0.9, 0.0], [0.3, 1.1, 0.5], [-0.5, -0.3, -0.5], [0.1, -0.8, 0.1], [-0.4, -1.1, -0.1], [-0.1, -1.1, -0.1], [-1.4, 2.7, -1.0], [-4.1, 0.8, 3.0], [-0.5, -3.1, 1.6], [2.0, 5.1, -2.8], [0.8, -1.1, -1.4], [-2.2, -1.7, 1.0], [1.0, 0.3, -0.4], [0.8, 0.8, 0.0], [0.2, 0.0, -0.4], [-0.2, -0.1, -0.1], [-0.1, -0.1, 0.1], [-0.1, 0.0, 0.2], [0.1, 0.1, -0.2], [-0.1, -0.3, -0.3], [0.1, 3.4, 0.9], [-0.3, -0.8, -0.3], [0.9, -1.0, -0.1], [0.1, 0.2, -0.8], [-0.3, 0.3, -0.1], [-0.1, 0.0, -0.2], [-0.1, -0.1, 0.2], [0.2, -0.1, -0.1], [0.2, 0.2, 0.1], [0.4, -0.3, 0.5], [4.7, -2.4, 0.7], [-1.1, -0.7, -0.9], [-0.2, -0.2, 0.0], [-0.2, -0.1, 0.3], [0.0, 0.2, 0.3], [0.1, 0.1, -0.1], [-0.2, 0.7, 0.0], [0.1, 0.1, 0.2]]
}



{
  "formula": "C16H14AuCl3N3S2Si",
  "method": "wB97M-V/def2-TZVPD",
  "de_lowest_kcal_mol": 477.8,
  "multiplicity": 3,
  "orbital_gap_ev": [5.203, 5.334],
  "molar_mass_g_mol": 643.86,
  "charge": 1,
  "symbols": ["Au", "S", "C", "C", "C", "C", "C", "C", "C", "C", "C", "N", "H", "H", "H", "H", "H", "H", "Cl", "Si", "Cl", "Cl", "N", "C", "S", "N", "C", "C", "C", "C", "C", "C", "H", "H", "H", "H", "H", "H", "H", "H"],
  "xyz": [[-0.213, 0.510, 1.072], [-5.623, 1.356, 0.479], [-3.712, 3.044, -0.936], [-1.796, 1.650, 1.900], [-2.713, 1.694, 1.006], [-3.269, 0.473, -1.048], [-2.787, -0.498, -1.810], [-2.849, -0.500, -3.218], [-1.921, -1.123, -4.080], [-0.562, -1.137, -3.934], [0.231, -0.262, -3.127], [-0.163, 0.756, -2.441], [-4.298, 3.934, -1.088], [-1.726, 2.194, 2.834], [-3.717, -0.008, -3.640], [-2.325, -1.571, -4.982], [0.010, -1.765, -4.608], [1.309, -0.435, -3.227], [-3.836, 1.638, -0.150], [-0.090, 1.826, -1.205], [-2.245, 3.295, -1.871], [-1.819, -1.729, -0.954], [2.950, 0.821, -0.337], [2.652, -0.475, -0.319], [1.462, -1.135, 0.725], [3.291, -1.323, -1.128], [4.283, -1.026, -2.113], [5.381, -0.225, -1.828], [6.305, 0.042, -2.828], [6.149, -0.502, -4.094], [5.071, -1.336, -4.357], [4.135, -1.598, -3.370], [2.534, 1.421, 0.356], [3.637, 1.200, -0.970], [2.904, -2.256, -1.135], [5.554, 0.140, -0.823], [7.162, 0.664, -2.607], [6.874, -0.292, -4.868], [4.956, -1.785, -5.335], [3.294, -2.252, -3.570]],
  "forces_ev_per_a": [[0.2, 0.1, 0.5], [-0.7, -0.1, 0.1], [0.6, 0.9, -0.6], [0.7, -0.1, -1.1], [-0.6, 0.3, 0.6], [-1.3, 0.0, 0.3], [0.6, 0.3, 1.0], [0.1, -0.1, -0.2], [-0.2, 0.3, 0.1], [0.1, -0.1, 0.0], [-0.1, 0.1, -0.3], [0.2, -0.3, 0.5], [-1.1, -0.6, 0.9], [-0.1, -0.2, 0.1], [-0.1, -0.1, 0.0], [0.0, 0.0, 0.0], [0.0, 0.0, 0.0], [0.0, 0.0, 0.1], [1.5, 0.3, -1.3], [0.4, -0.2, 0.0], [-0.2, -0.3, 0.0], [-0.2, -0.2, -0.4], [-0.1, 0.0, -0.1], [0.0, 0.1, 0.0], [0.0, 0.0, -0.1], [-0.1, -0.1, 0.0], [0.0, 0.0, 0.0], [0.1, -0.1, 0.0], [0.0, 0.0, 0.0], [0.0, 0.0, 0.0], [0.0, 0.0, 0.0], [0.0, 0.0, 0.0], [0.0, 0.0, 0.0], [0.0, 0.0, 0.0], [0.0, 0.0, 0.0], [0.0, 0.0, 0.0], [0.0, 0.0, 0.0], [0.0, 0.0, 0.0], [0.0, 0.0, 0.0], [0.0, 0.0, 0.0]]
}



{
  "formula": "C16H14BEuF5N6O",
  "method": "wB97M-V/def2-TZVPD",
  "multiplicity": 8,
  "orbital_gap_ev": [7.688, 5.785],
  "molar_mass_g_mol": 564.10,
  "charge": 0,
  "symbols": ["H", "N", "B", "N", "C", "Eu", "H", "C", "H", "C", "H", "C", "H", "H", "H", "N", "N", "N", "N", "C", "C", "H", "H", "C", "C", "C", "C", "H", "H", "H", "H", "H", "F", "C", "C", "F", "C", "F", "C", "O", "C", "F", "C", "F"],
  "xyz": [[-0.651, -3.102, -1.478], [-0.138, -1.087, -1.965], [0.441, 1.172, -3.049], [0.087, -0.378, -3.123], [-0.061, -1.213, -4.176], [-0.298, -0.128, 0.159], [0.085, -0.811, -5.163], [-0.388, -2.489, -3.678], [-0.567, -3.372, -4.234], [-0.433, -2.369, -2.273], [0.600, 1.596, -4.170], [0.207, 1.213, 2.030], [-0.036, 0.411, 2.760], [-0.605, 1.940, 1.798], [1.259, 1.524, 1.876], [1.776, 1.359, -2.201], [-0.747, 1.973, -2.356], [1.829, 0.919, -0.902], [-1.128, 1.651, -1.076], [2.974, 1.887, -2.555], [-1.553, 2.958, -2.804], [3.094, 2.264, -3.559], [-1.393, 3.322, -3.802], [3.825, 1.794, -1.438], [-2.467, 3.280, -1.779], [3.055, 1.184, -0.417], [-2.168, 2.429, -0.694], [4.834, 2.112, -1.366], [-3.230, 4.011, -1.798], [3.312, 0.925, 0.622], [-2.605, 2.312, 0.315], [1.121, -1.411, 0.918], [-1.334, -3.273, 5.885], [-1.464, -2.715, 4.671], [-0.834, -3.303, 3.579], [-0.112, -4.429, 3.730], [-0.956, -2.719, 2.339], [-0.394, -3.333, 1.268], [-1.753, -1.569, 2.170], [-1.999, -1.053, 0.995], [-2.355, -0.976, 3.292], [-3.075, 0.152, 3.128], [-2.226, -1.557, 4.532], [-2.814, -0.999, 5.605]],
  "forces_ev_per_a": [[0.2, 0.6, -0.6], [-0.1, -0.3, -1.0], [0.4, -0.2, 0.2], [-0.3, -0.5, 0.9], [-0.1, -0.4, 1.2], [1.3, -1.6, -1.1], [0.0, -0.3, -0.1], [0.2, 1.0, 0.3], [-0.1, -0.5, -0.5], [0.4, 1.2, -0.9], [0.0, -0.1, 0.2], [0.3, 1.5, 2.2], [0.4, 0.6, -0.6], [0.7, -0.5, 0.1], [-0.8, -0.3, 0.1], [-0.2, -0.3, 0.6], [-0.6, -0.2, 1.1], [0.0, 0.4, -0.1], [-0.3, 1.0, -0.7], [-0.2, -0.5, 1.2], [-0.1, -0.5, 1.2], [0.2, 0.0, 0.1], [-0.2, 0.2, -0.1], [-1.1, -0.2, -0.3], [0.8, -0.6, -0.1], [-0.5, 0.2, -1.2], [1.0, -0.1, -1.6], [0.6, 0.2, 0.0], [-0.5, 0.6, -0.2], [-0.1, 0.1, -0.8], [0.2, 0.2, -0.9], [0.4, 0.2, 0.2], [0.0, 0.1, -0.1], [0.0, -0.2, 0.3], [0.1, -0.1, 0.4], [-0.4, 0.5, 0.0], [-0.3, -0.2, -0.4], [-0.6, 0.4, 0.6], [-0.4, -0.4, 0.4], [-0.7, -0.2, -0.5], [0.2, -0.4, 0.0], [0.2, -0.3, 0.1], [0.1, 0.0, 0.4], [0.2, -0.3, -0.3]]
}



{
  "formula": "C16H14Cl2N5O5Ta",
  "method": "wB97M-V/def2-TZVPD",
  "de_lowest_kcal_mol": 334.3,
  "orbital_gap_ev": 6.787,
  "molar_mass_g_mol": 608.17,
  "charge": 0,
  "symbols": ["Ta", "N", "C", "C", "O", "N", "C", "C", "O", "O", "H", "H", "H", "H", "H", "H", "O", "N", "N", "O", "C", "C", "C", "C", "C", "C", "H", "H", "H", "H", "H", "Cl", "C", "C", "C", "C", "C", "Cl", "C", "N", "H", "H", "H"],
  "xyz": [[-0.865, -1.320, 0.995], [1.256, -1.790, 1.800], [1.440, -3.264, 1.632], [0.145, -3.992, 1.984], [0.175, -5.057, 2.569], [-0.970, -3.314, 1.595], [-2.233, -3.641, 2.246], [-2.690, -2.388, 3.002], [-3.498, -2.374, 3.880], [-2.071, -1.278, 2.537], [2.007, -1.286, 1.339], [1.302, -1.548, 2.788], [2.248, -3.633, 2.259], [1.675, -3.448, 0.586], [-2.112, -4.476, 2.934], [-3.008, -3.897, 1.520], [0.281, -1.939, -0.737], [0.836, -0.702, -0.924], [-0.135, 0.867, 1.229], [0.087, 1.805, 2.115], [1.696, 1.774, -0.746], [2.515, 1.431, -1.802], [3.578, 2.279, -2.060], [3.781, 3.407, -1.271], [2.931, 3.706, -0.217], [1.850, 2.879, 0.073], [2.327, 0.542, -2.386], [4.249, 2.056, -2.878], [4.619, 4.059, -1.481], [3.102, 4.581, 0.393], [1.179, 3.072, 0.902], [0.351, 0.695, -0.232], [-1.073, 1.261, -1.297], [-1.029, 2.356, -2.124], [-2.158, 2.584, -2.905], [-3.247, 1.727, -2.830], [-3.252, 0.636, -1.976], [-4.627, -0.402, -1.895], [-2.149, 0.355, -1.156], [-2.043, -0.659, -0.255], [-0.165, 3.004, -2.183], [-2.182, 3.428, -3.580], [-4.121, 1.907, -3.441]],
  "forces_ev_per_a": [[-0.2, 0.3, 0.1], [-0.1, -0.2, 0.2], [0.1, 0.1, 0.0], [0.1, -0.1, 0.0], [0.0, 0.0, 0.0], [-0.2, 0.0, -0.2], [0.1, 0.0, 0.0], [0.0, 0.0, 0.1], [0.0, 0.0, 0.0], [0.0, -0.2, 0.0], [-0.1, 0.0, -0.1], [0.1, 0.0, 0.0], [-0.1, -0.1, 0.0], [0.0, 0.0, 0.0], [0.0, 0.0, 0.0], [0.0, 0.0, 0.0], [-0.7, 1.0, 0.7], [2.0, -1.2, -0.4], [-0.6, -1.5, 2.9], [0.1, 0.0, -0.4], [0.3, 0.1, 0.1], [-0.1, -0.2, 0.0], [0.0, 0.1, 0.0], [0.0, 0.0, 0.0], [0.0, 0.0, -0.1], [0.0, 0.1, 0.0], [0.0, 0.0, 0.0], [0.0, 0.0, 0.0], [0.0, 0.0, 0.0], [0.0, 0.0, 0.0], [0.0, -0.1, -0.1], [-1.1, 1.6, -2.8], [-0.1, -0.2, -0.4], [-0.1, 0.0, 0.1], [0.0, 0.1, 0.0], [0.0, 0.0, 0.0], [0.0, 0.1, 0.1], [0.0, 0.0, 0.0], [0.4, 0.1, 0.1], [0.2, 0.3, 0.1], [0.0, 0.0, 0.0], [0.0, 0.0, 0.0], [0.0, 0.0, 0.0]]
}



{
  "formula": "C16H14ClF8N6O4PbSb",
  "method": "wB97M-V/def2-TZVPD",
  "de_lowest_kcal_mol": 0.0,
  "multiplicity": 2,
  "orbital_gap_ev": [7.551, 6.423],
  "molar_mass_g_mol": 870.72,
  "charge": -1,
  "symbols": ["Pb", "O", "C", "C", "C", "C", "C", "C", "C", "O", "N", "O", "O", "H", "H", "H", "H", "N", "N", "N", "C", "N", "N", "H", "H", "H", "Cl", "C", "C", "C", "C", "C", "C", "C", "H", "H", "H", "H", "H", "H", "F", "Sb", "F", "F", "F", "F", "F", "F", "C", "F", "H"],
  "xyz": [[-2.054, -0.898, -0.946], [-0.677, 1.109, -1.119], [-0.810, 2.195, -0.516], [-1.966, 2.828, -0.125], [-1.868, 4.199, 0.110], [-2.985, 4.940, 0.377], [-4.303, 4.377, 0.444], [-4.379, 3.079, 0.000], [-3.246, 2.287, -0.429], [-3.431, 1.215, -1.018], [-2.945, 6.341, 0.377], [-1.869, 6.928, 0.266], [-4.022, 6.896, 0.715], [0.077, 2.741, -0.182], [-0.866, 4.654, 0.229], [-5.151, 5.063, 0.786], [-5.322, 2.537, -0.142], [-0.949, -6.090, -0.333], [-0.129, -5.027, -0.659], [1.167, -5.140, -0.988], [1.489, -3.861, -1.078], [0.445, -3.019, -0.920], [-0.579, -3.777, -0.635], [-0.320, -6.779, 0.047], [-1.790, -5.792, 0.161], [2.548, -3.596, -1.260], [9.116, -1.093, -0.475], [7.588, -0.305, -0.365], [6.373, -1.110, -0.315], [5.204, -0.591, 0.130], [5.090, 0.839, 0.230], [3.921, 1.445, 0.641], [6.260, 1.684, 0.022], [7.513, 1.093, -0.300], [6.403, -2.181, -0.554], [4.328, -1.213, 0.409], [3.783, 2.534, 0.756], [3.037, 0.890, 0.904], [6.204, 2.747, 0.231], [8.428, 1.680, -0.276], [-4.015, -1.295, 0.242], [-5.143, -2.989, -0.088], [-4.300, -3.195, -1.820], [-3.578, -3.972, 0.631], [-6.440, -1.777, -0.773], [-5.701, -2.651, 1.689], [-6.173, -4.574, -0.357], [-1.527, 0.195, 1.986], [-1.130, -0.885, 1.229], [0.243, -0.888, 1.264], [-1.547, -1.802, 1.797]],
  "forces_ev_per_a": [[0.4, 0.4, -0.5], [0.3, 1.0, 0.6], [1.8, -2.0, -0.4], [-1.3, 1.1, -0.6], [0.8, 0.3, 1.3], [-0.8, -0.3, -0.7], [-0.1, -0.7, -0.5], [-1.4, 0.3, 0.2], [-0.5, 0.7, 0.6], [-0.1, -1.3, -0.2], [-0.4, 1.4, 2.6], [-0.8, 0.0, -0.5], [1.7, 0.3, -1.0], [0.6, 0.0, -0.4], [-0.8, -0.1, -0.4], [1.3, -1.5, -0.8], [0.2, 0.4, 0.3], [0.6, -0.1, -1.0], [-0.2, 1.6, -0.2], [-1.6, -0.1, 1.1], [1.0, 0.6, -0.6], [0.8, -0.3, 0.0], [0.4, -1.3, 0.0], [-0.6, -0.3, 0.6], [0.5, 0.0, 0.1], [-1.1, 0.1, 0.0], [0.1, -0.1, -0.2], [-1.9, 0.1, -0.5], [1.7, -0.5, 0.2], [-0.7, 0.9, -0.2], [0.9, 1.1, 0.6], [-0.8, 0.8, 0.3], [0.7, -1.8, -0.4], [-1.2, -0.2, 1.2], [0.4, 0.4, 0.4], [0.7, 0.4, -0.6], [0.5, -0.6, -0.2], [-0.1, -0.4, -0.1], [-0.1, -0.1, -0.2], [-0.2, -0.1, -0.2], [-1.0, -1.5, -0.2], [1.8, 0.6, 0.2], [-0.6, 0.3, 1.1], [-1.3, 0.6, -0.6], [0.4, -0.8, 0.2], [-0.1, -0.5, -0.5], [0.4, 0.8, 0.3], [0.0, 0.4, 0.1], [-1.4, -1.4, 0.4], [0.2, -0.1, 0.2], [1.0, 1.1, -0.7]]
}



{
  "formula": "C16H14F2N2O3S",
  "method": "wB97M-V/def2-TZVPD",
  "orbital_gap_ev": 7.967,
  "smiles": "NC(=O)COC(=O)c1ccccc1Nc1ccc(SC(F)F)cc1",
  "molar_mass_g_mol": 352.36,
  "charge": 0,
  "symbols": ["N", "C", "O", "C", "O", "C", "O", "C", "C", "C", "C", "C", "C", "N", "C", "C", "C", "C", "S", "C", "F", "F", "C", "C", "H", "H", "H", "H", "H", "H", "H", "H", "H", "H", "H", "H", "H", "H"],
  "xyz": [[-2.362, 1.043, -3.770], [-1.724, 0.755, -4.916], [-2.275, 0.421, -5.938], [-0.194, 0.914, -4.819], [0.411, -0.059, -3.975], [0.462, 0.176, -2.662], [-0.057, 1.168, -2.160], [1.197, -0.851, -1.923], [1.859, -1.863, -2.629], [2.587, -2.830, -1.977], [2.697, -2.782, -0.590], [2.054, -1.803, 0.130], [1.267, -0.833, -0.507], [0.632, 0.151, 0.197], [0.269, 0.176, 1.531], [-0.003, -0.977, 2.272], [-0.395, -0.881, 3.591], [-0.526, 0.362, 4.193], [-0.994, 0.433, 5.911], [-2.248, 1.761, 5.806], [-3.203, 1.563, 6.724], [-1.719, 2.976, 6.054], [-0.271, 1.518, 3.467], [0.106, 1.422, 2.144], [-3.365, 0.960, -3.734], [-1.848, 1.331, -2.949], [0.039, 1.920, -4.453], [0.237, 0.754, -5.808], [1.790, -1.866, -3.705], [3.086, -3.605, -2.535], [3.302, -3.512, -0.072], [2.184, -1.749, 1.199], [0.333, 0.942, -0.367], [0.053, -1.946, 1.803], [-0.612, -1.771, 4.161], [-2.702, 1.776, 4.804], [-0.358, 2.489, 3.930], [0.292, 2.319, 1.573]],
  "forces_ev_per_a": [[-0.4, 0.1, 0.5], [0.5, 0.0, 0.2], [-0.1, -0.1, -0.4], [-0.2, 0.4, -0.4], [0.1, -0.3, 0.1], [-0.2, 0.3, 0.1], [0.2, -0.1, -0.2], [0.2, -0.2, 0.1], [0.0, 0.0, 0.1], [0.1, -0.1, -0.1], [-0.1, 0.1, -0.1], [0.0, 0.0, 0.1], [0.1, -0.1, -0.3], [-0.1, 0.6, -0.5], [-0.1, -0.1, 0.6], [0.1, 0.1, -0.2], [0.0, 0.2, 0.1], [-0.1, 0.1, 0.5], [-0.3, 0.2, -0.1], [0.2, -0.5, -0.8], [-0.3, -0.2, 0.5], [0.3, 0.4, 0.1], [0.0, -0.1, -0.1], [0.1, -0.1, -0.1], [0.0, 0.0, -0.1], [-0.1, 0.0, -0.1], [0.0, -0.2, -0.1], [-0.1, 0.0, 0.2], [0.0, 0.0, -0.1], [0.0, -0.1, -0.1], [0.1, -0.1, 0.1], [0.0, 0.0, 0.1], [0.0, -0.3, 0.1], [0.0, -0.1, 0.0], [-0.1, -0.1, 0.0], [0.2, 0.0, 0.2], [0.0, 0.1, 0.1], [0.1, 0.1, -0.1]]
}